{
  "formula": "C11H38B2N2O3Ti",
  "method": "ωB97M-V/def2-TZVPD",
  "symbols": ["Ti", "B", "H", "H", "H", "H", "B", "H", "H", "H", "H", "C", "C", "C", "O", "C", "N", "H", "H", "H", "H", "H", "H", "H", "H", "H", "H", "H", "C", "C", "C", "O", "C", "N", "H", "H", "H", "H", "H", "H", "H", "H", "H", "H", "H", "C", "C", "C", "O", "H", "H", "H", "H", "H", "H", "H", "H"],
  "coordinates": [[3.333114, -31.517557, -21.701928], [1.557632, -32.793038, -20.759962], [1.489143, -31.719426, -20.843039], [0.741921, -33.300349, -20.268542], [1.531147, -33.166790, -21.771818], [2.415079, -33.036253, -20.151805], [1.368880, -29.983932, -22.808622], [0.831969, -30.086814, -21.878359], [0.919663, -29.276214, -23.488004], [2.349723, -29.582050, -22.606958], [1.396882, -30.983335, -23.214397], [5.774459, -32.468681, -25.225698], [4.261237, -32.480352, -24.875106], [3.875258, -33.600787, -23.866332], [4.852218, -33.661149, -22.828968], [4.780785, -34.786427, -21.944099], [3.881304, -31.234026, -24.224203], [6.088025, -33.445363, -25.594307], [6.499866, -32.147049, -24.478415], [5.948734, -31.744365, -26.021376], [3.741692, -32.698746, -25.808100], [3.968436, -34.477925, -24.506674], [2.850989, -33.494269, -23.509083], [5.105984, -35.678779, -22.478946], [3.721964, -34.890314, -21.707024], [5.366828, -34.585578, -21.047272], [4.214108, -30.405355, -24.696073], [2.888436, -31.153835, -24.391169], [6.945496, -30.275424, -21.646266], [6.098503, -30.610649, -20.509337], [6.745311, -30.083291, -19.205916], [6.933699, -28.716485, -19.226992], [7.053181, -28.074481, -17.945276], [4.865452, -29.873884, -20.711891], [6.981803, -29.187118, -21.597379], [6.505930, -30.603636, -22.588152], [7.891625, -30.748991, -21.384208], [5.838998, -31.667639, -20.449964], [7.642501, -30.661076, -18.983848], [6.081285, -30.422487, -18.410858], [7.322471, -27.040142, -18.159151], [7.803092, -28.651536, -17.404226], [6.213774, -27.885362, -17.276150], [4.426397, -29.572716, -19.853625], [5.245501, -29.074059, -21.197624], [3.069371, -33.995706, -17.567993], [3.931356, -32.757132, -17.387485], [5.378694, -33.147112, -18.032696], [3.224692, -31.704064, -18.146758], [2.609269, -34.400046, -16.666381], [3.545814, -34.891496, -17.966301], [2.108401, -33.784827, -18.037212], [4.054404, -32.411726, -16.361009], [6.184219, -32.446579, -17.812548], [5.469854, -33.356981, -19.098407], [5.884664, -34.005887, -17.591553], [2.726248, -32.073435, -18.879366]],
  "forces_ev_per_angstrom": [[-0.926, 0.996, -0.293], [-0.185, -0.165, 0.282], [-0.717, 3.984, 0.299], [-3.261, -1.423, 1.996], [0.627, -1.571, -4.084], [3.983, -1.354, 1.682], [-0.489, 0.128, 0.150], [-2.236, 0.052, 3.325], [-1.894, 2.676, -2.749], [4.478, 1.344, 0.964], [0.197, -3.966, -1.899], [-0.269, 0.035, -0.326], [1.490, -0.107, 1.578], [1.498, -0.313, -1.281], [0.230, 0.292, 0.034], [-1.126, 0.598, -1.118], [-0.332, 0.021, -0.408], [0.026, -0.066, -0.018], [-0.555, -0.267, 0.633], [-0.236, -0.021, -0.392], [-0.316, 0.128, -0.139], [-0.239, -0.812, 0.221], [-0.033, 0.035, 0.162], [0.254, -0.229, 0.111], [-0.026, -0.333, 0.570], [-0.002, 0.050, -0.222], [0.588, 0.126, -0.099], [-0.634, 0.279, 0.699], [0.937, -0.204, -0.442], [-0.835, 0.587, 2.067], [-0.750, -2.237, 0.403], [-0.589, 1.476, 0.567], [0.768, -0.020, -0.807], [-0.544, -0.361, -0.794], [0.807, 0.096, -0.524], [0.206, -0.122, -0.021], [0.471, 0.262, -0.886], [0.293, -0.156, 0.237], [0.803, 0.180, -0.151], [-0.446, 0.458, 0.274], [0.783, -0.174, -0.119], [0.270, 0.467, 0.362], [-0.944, -1.068, -0.426], [-0.100, -0.052, 0.125], [-1.155, 0.716, 0.002], [-1.350, -1.163, 1.474], [0.333, -0.547, -3.481], [0.254, 0.709, 1.112], [1.904, 0.303, 2.177], [0.526, 0.160, 0.958], [0.132, 0.400, -0.574], [0.493, 0.137, -0.914], [-0.034, 0.026, -0.175], [-0.350, 0.831, -0.105], [-0.952, 0.309, -0.104], [-0.825, -0.670, 0.545], [0.000, -0.459, -0.458]],
  "total_charge": -1,
  "orbital_gap_ev": [3.3, 8.0],
  "spin_multiplicity": 4,
  "homo_ev": [-0.52, -5.28],
  "s2": 3.753,
  "relative_energy_ev": 4.907
}

{
  "formula": "C32H36N7OPtSe",
  "method": "ωB97M-V/def2-TZVPD",
  "symbols": ["Pt", "C", "N", "C", "C", "C", "C", "C", "C", "N", "C", "C", "C", "C", "C", "C", "N", "C", "C", "C", "C", "C", "N", "H", "H", "H", "H", "H", "H", "H", "H", "H", "H", "H", "H", "H", "H", "H", "H", "H", "H", "C", "N", "C", "C", "C", "N", "C", "O", "N", "H", "H", "H", "H", "H", "H", "H", "C", "C", "C", "C", "C", "C", "Se", "C", "C", "C", "H", "H", "H", "H", "H", "H", "H", "H", "H", "H", "H"],
  "coordinates": [[-2.025992, -0.257632, -0.230347], [-4.133750, -2.252625, 0.896353], [-3.800938, -1.567759, -0.383879], [-3.367285, -2.535640, -1.419715], [-1.914813, -2.909587, -1.223749], [-1.436749, -4.193926, -1.370054], [-0.070569, -4.428423, -1.276765], [0.780963, -3.363935, -1.046234], [0.240366, -2.101426, -0.889709], [-1.071363, -1.871626, -0.975117], [-4.860286, -0.624239, -0.799400], [-4.699026, 0.722088, -0.127371], [-5.773895, 1.575589, 0.040078], [-5.569401, 2.845149, 0.553033], [-4.286187, 3.224809, 0.911355], [-3.253672, 2.326987, 0.737266], [-3.445343, 1.106130, 0.213826], [-3.423394, -1.711807, 2.128095], [-3.920159, -1.925235, 3.404196], [-3.161590, -1.504006, 4.483291], [-1.933547, -0.896283, 4.254294], [-1.519367, -0.711052, 2.949371], [-2.262307, -1.115417, 1.911908], [-5.213811, -2.229498, 1.054614], [-3.850236, -3.302481, 0.797029], [-3.998740, -3.426986, -1.438724], [-3.459985, -2.045943, -2.391035], [-2.125889, -5.003531, -1.567341], [0.317178, -5.431945, -1.386882], [1.850073, -3.503613, -0.977876], [0.850395, -1.228487, -0.700607], [-4.793355, -0.472059, -1.879024], [-5.853312, -1.032520, -0.593573], [-6.765247, 1.243907, -0.237015], [-6.401172, 3.524909, 0.677897], [-4.085146, 4.199599, 1.331331], [-2.244232, 2.553890, 1.043109], [-4.873245, -2.416910, 3.548034], [-3.522528, -1.651304, 5.492042], [-1.311402, -0.563743, 5.072908], [-0.580464, -0.230206, 2.706017], [0.744347, 3.873793, 0.743760], [0.175841, 3.289682, -0.475696], [0.055032, 4.018997, -1.623218], [-0.498679, 3.500985, -2.733834], [-0.982352, 2.159156, -2.660218], [-0.892422, 1.448904, -1.537143], [-0.278585, 1.994668, -0.440125], [-0.173310, 1.312766, 0.588352], [-1.533241, 1.578331, -3.725716], [1.128978, 4.860272, 0.501854], [1.547708, 3.241707, 1.111680], [-0.019674, 3.956879, 1.514004], [0.432882, 5.031328, -1.583409], [-0.579817, 4.081651, -3.639223], [-1.642629, 2.073339, -4.594393], [-1.855542, 0.627517, -3.669668], [8.771455, -0.464113, -0.517288], [7.318172, -0.343479, -0.280715], [6.712399, -1.027290, 0.793464], [5.383925, -0.902864, 1.068811], [4.814546, -1.677796, 2.209118], [4.571347, -0.006603, 0.211035], [2.910178, 0.372493, 0.639188], [5.207479, 0.653693, -0.952235], [4.448752, 1.530865, -1.896008], [6.538437, 0.475059, -1.141122], [9.216406, -1.284069, 0.039760], [9.252907, 0.469036, -0.197622], [8.986228, -0.573413, -1.581802], [7.327341, -1.660923, 1.419555], [5.506676, -1.660197, 3.049634], [4.698686, -2.722799, 1.909067], [3.847781, -1.310375, 2.538934], [3.415304, 1.215464, -2.015423], [4.936331, 1.528484, -2.867948], [4.445112, 2.559082, -1.526773], [7.031449, 0.966523, -1.970264]],
  "forces_ev_per_angstrom": [[-0.860, 0.332, -2.235], [-0.047, 0.021, -0.006], [-0.059, -0.299, 0.453], [0.010, 0.053, 0.018], [0.021, 0.284, -0.216], [-0.058, 0.017, -0.090], [-0.002, -0.041, 0.008], [0.038, 0.061, -0.060], [-0.002, -0.007, -0.117], [0.184, -0.568, 0.721], [0.071, 0.057, 0.034], [0.110, 0.045, -0.061], [-0.024, -0.117, 0.019], [0.005, 0.042, 0.019], [0.003, -0.002, 0.007], [-0.084, -0.156, 0.075], [-0.188, 0.283, 0.195], [0.005, -0.051, -0.217], [-0.040, -0.016, -0.064], [0.030, -0.008, 0.013], [0.022, 0.045, 0.020], [-0.204, -0.095, 0.027], [0.352, -0.038, 0.553], [0.012, -0.026, -0.016], [-0.007, 0.001, 0.014], [0.009, 0.006, 0.042], [0.014, -0.016, 0.003], [-0.005, -0.009, 0.011], [0.002, -0.006, -0.003], [-0.002, -0.009, -0.007], [-0.007, 0.008, 0.085], [0.076, -0.019, 0.017], [0.000, 0.041, 0.004], [-0.011, -0.005, -0.005], [-0.008, -0.002, 0.008], [0.006, 0.000, 0.011], [0.059, -0.006, 0.017], [-0.017, 0.010, 0.010], [0.005, -0.003, 0.011], [-0.013, -0.004, 0.018], [-0.012, 0.039, 0.000], [-0.006, -0.050, -0.099], [0.081, 0.133, -0.185], [0.035, 0.002, 0.120], [-0.009, -0.056, -0.038], [-0.126, -0.233, -0.160], [0.227, 0.207, 0.791], [-0.005, -0.429, -0.029], [0.302, 0.492, 0.186], [-0.087, 0.060, -0.032], [0.006, 0.003, 0.037], [0.007, 0.020, 0.018], [0.012, -0.011, 0.018], [-0.010, 0.004, 0.004], [-0.011, -0.005, -0.014], [0.008, 0.001, 0.003], [0.013, -0.001, 0.030], [-0.042, -0.117, -0.002], [0.024, 0.019, 0.000], [0.013, 0.073, 0.003], [0.092, 0.033, -0.076], [-0.124, 0.053, 0.013], [0.357, -0.027, -0.036], [-0.281, 0.116, 0.065], [0.072, -0.139, 0.032], [-0.096, -0.052, 0.045], [0.038, -0.015, 0.038], [0.014, 0.013, 0.013], [-0.013, 0.022, -0.019], [0.009, 0.050, -0.005], [0.030, 0.003, -0.008], [0.023, -0.031, -0.007], [-0.006, -0.003, -0.005], [0.018, -0.010, -0.018], [0.011, 0.002, -0.001], [0.023, 0.041, -0.010], [-0.017, 0.006, 0.019], [0.032, -0.016, -0.008]],
  "total_charge": 3,
  "orbital_gap_ev": 4.3,
  "homo_ev": -14.78,
  "relative_energy_ev": 0.000
}

{
  "formula": "C20H29N11O9PSSc",
  "method": "ωB97M-V/def2-TZVPD",
  "symbols": ["Sc", "C", "C", "N", "N", "C", "N", "S", "C", "C", "C", "C", "C", "N", "H", "H", "H", "H", "H", "H", "H", "H", "H", "O", "N", "C", "N", "C", "P", "O", "N", "C", "C", "N", "C", "C", "H", "H", "H", "H", "H", "H", "H", "H", "H", "H", "H", "H", "H", "H", "H", "H", "H", "H", "O", "N", "O", "C", "C", "C", "C", "O", "C", "C", "N", "O", "O", "N", "O", "O", "H", "H"],
  "coordinates": [[0.084819, -0.222386, 0.665023], [2.878340, -0.325465, 4.907213], [2.360292, -0.139546, 3.516186], [2.446861, -1.140747, 2.681765], [3.153774, -2.246983, 3.106540], [3.087582, -3.347676, 2.403315], [3.551049, -4.474947, 2.943105], [2.422161, -3.460980, 0.797106], [1.799859, 1.176481, 3.130910], [2.298945, 2.285576, 3.809500], [1.815946, 3.550322, 3.525274], [0.820198, 3.687898, 2.574747], [0.377499, 2.550977, 1.930870], [0.847345, 1.320237, 2.184178], [2.685011, -1.340509, 5.242328], [2.398406, 0.373372, 5.586236], [3.960456, -0.181323, 4.946189], [3.846754, -4.469997, 3.907483], [3.821180, -5.255518, 2.367289], [3.075599, 2.164488, 4.548695], [2.210949, 4.411295, 4.047441], [0.389661, 4.649050, 2.333386], [-0.390502, 2.621553, 1.170021], [2.555726, -1.820603, 0.538597], [1.776538, -1.139571, 1.500039], [0.420638, 1.957485, -4.611193], [0.083739, 1.261690, -3.367897], [-0.259888, -0.150990, -3.566125], [-0.332109, 2.037522, -2.001564], [-0.140638, 1.043723, -0.835304], [-1.882361, 2.550850, -1.898920], [-2.892572, 1.989510, -1.009641], [-2.439761, 3.218788, -3.081625], [0.622611, 3.346833, -1.893099], [0.160116, 4.714390, -1.658803], [2.065973, 3.231744, -2.116120], [1.307902, 1.501527, -5.051532], [0.625083, 3.009053, -4.427571], [-0.399241, 1.883335, -5.328889], [0.568799, -0.655473, -4.062992], [-1.150626, -0.253100, -4.190106], [-0.431015, -0.647559, -2.615464], [-2.447443, 1.647034, -0.078386], [-3.426538, 1.155992, -1.474929], [-3.617313, 2.766036, -0.763766], [-1.646672, 3.660440, -3.684403], [-3.104742, 4.023519, -2.767716], [-3.000995, 2.518298, -3.704430], [-0.869187, 4.719136, -1.313766], [0.234805, 5.312830, -2.569789], [0.788587, 5.178631, -0.897281], [2.353983, 2.189416, -2.236370], [2.598317, 3.647028, -1.259054], [2.371428, 3.781418, -3.008506], [-4.912746, -5.920725, 1.269701], [-4.096723, -6.031458, 0.385095], [-3.966580, -6.971685, -0.363296], [-3.140458, -4.917981, 0.215577], [-2.166391, -5.012767, -0.778865], [-1.300487, -3.968246, -0.918657], [-1.307822, -2.814565, -0.111228], [-0.423283, -1.893089, -0.314825], [-2.322635, -2.788159, 0.875820], [-3.238285, -3.833208, 1.037748], [-2.477603, -1.667280, 1.756916], [-3.371093, -1.627830, 2.540310], [-1.593820, -0.746064, 1.767524], [-0.257296, -3.994612, -1.957772], [-0.468280, -3.335631, -2.949253], [0.731641, -4.653385, -1.727395], [-2.114360, -5.890639, -1.409987], [-4.009121, -3.796779, 1.794394]],
  "forces_ev_per_angstrom": [[0.047, -0.214, -0.212], [-0.015, 0.000, -0.012], [0.005, 0.020, -0.019], [0.035, -0.036, 0.085], [-0.103, 0.010, -0.028], [0.044, 0.030, 0.060], [-0.004, -0.002, 0.000], [0.034, -0.036, -0.049], [-0.002, -0.036, -0.012], [0.007, 0.024, -0.001], [0.022, 0.004, 0.019], [-0.015, -0.004, -0.018], [-0.017, 0.021, 0.009], [-0.058, -0.083, 0.026], [-0.004, -0.004, 0.003], [0.012, 0.000, 0.003], [0.000, -0.003, -0.003], [0.018, 0.009, -0.006], [-0.015, -0.007, -0.004], [0.002, -0.012, 0.000], [-0.004, 0.002, -0.004], [0.005, 0.002, 0.005], [-0.008, 0.011, 0.004], [-0.068, 0.011, 0.080], [0.095, 0.128, -0.241], [-0.013, -0.003, 0.008], [0.064, -0.085, -0.025], [0.014, 0.013, 0.004], [-0.068, -0.146, 0.199], [0.065, 0.039, 0.125], [-0.014, 0.057, -0.135], [0.008, -0.019, 0.025], [0.014, 0.016, 0.031], [-0.002, 0.097, -0.085], [0.028, -0.027, 0.035], [-0.019, -0.017, 0.013], [0.004, 0.005, -0.004], [0.009, 0.012, 0.013], [0.002, -0.004, -0.002], [0.000, 0.003, -0.010], [-0.004, -0.007, 0.000], [-0.024, 0.001, 0.001], [0.014, -0.002, 0.003], [-0.004, 0.004, -0.004], [-0.005, -0.001, -0.010], [-0.001, -0.009, 0.002], [-0.010, -0.006, 0.002], [-0.009, 0.005, -0.002], [-0.013, -0.005, -0.013], [0.014, -0.002, 0.003], [-0.005, 0.007, 0.012], [-0.003, -0.002, -0.013], [0.015, -0.007, 0.004], [-0.012, 0.010, -0.001], [-0.061, 0.042, -0.007], [0.116, -0.074, 0.110], [-0.025, -0.006, -0.071], [-0.062, 0.013, 0.027], [0.038, 0.037, -0.024], [0.054, -0.073, -0.031], [-0.012, 0.021, 0.015], [-0.067, 0.164, 0.133], [-0.084, 0.182, -0.038], [-0.041, -0.043, -0.082], [0.361, -0.374, 0.437], [-0.124, 0.130, -0.161], [-0.140, 0.190, -0.160], [-0.056, -0.008, -0.024], [0.003, 0.036, -0.021], [0.045, -0.015, 0.032], [-0.013, -0.001, 0.003], [0.008, 0.016, 0.001]],
  "total_charge": 2,
  "orbital_gap_ev": 7.4,
  "homo_ev": -14.35,
  "relative_energy_ev": 1.108
}